{
  "formula": "C9H7N3O3",
  "method": "the ωB97M-V functional and the def2-TZVPD basis",
  "homo_lumo_gap_ha": [0.2660, 0.2659],
  "multiplicity": 1,
  "lumo_ev": [-0.07, -0.07],
  "de_lowest_ev": 1.442,
  "total_energy_ha": -736.93036,
  "elements": ["C", "C", "C", "C", "C", "C", "C", "C", "C", "N", "N", "N", "O", "O", "O", "H", "H", "H", "H", "H", "H", "H"],
  "xyz": [[0.669, -1.419, 2.275], [-2.609, -0.493, -0.443], [-0.456, -0.785, 2.605], [-2.051, -1.496, -1.159], [0.888, 0.644, 1.715], [-0.720, 0.148, -1.046], [1.505, 0.390, -1.799], [2.499, 1.332, -1.566], [0.710, 2.039, -0.536], [1.568, -0.465, 1.688], [-1.741, 0.607, -0.353], [0.378, 0.962, -1.289], [-0.322, 0.509, 2.263], [-0.812, -1.148, -1.557], [1.944, 2.344, -0.853], [0.986, -2.468, 2.436], [-3.546, -0.550, 0.087], [-1.348, -1.034, 2.988], [-2.288, -2.550, -1.482], [1.391, -0.444, -2.497], [3.504, 1.227, -1.318], [-0.149, 2.651, -0.158]],
  "forces_ev_per_angstrom": [[1.6179, -0.6547, -0.2063], [-0.2574, -0.5136, 0.3102], [2.2212, 0.0804, -0.8668], [-0.9607, -1.9176, -0.0941], [1.3656, 1.7357, -2.0741], [-1.9064, 0.7065, 0.8283], [2.3573, 1.6154, -1.3592], [-2.2745, -2.5342, 0.2532], [-1.7435, -0.6122, 0.9769], [-1.0513, -1.0346, 0.4057], [1.0448, -2.2973, -1.8275], [-0.5491, -1.7025, 0.1703], [-1.0282, 0.6928, 0.2118], [1.1275, 3.3288, 0.5360], [-0.5061, 1.5074, 1.0134], [-0.4406, 0.9161, -0.1682], [0.0004, 0.2544, -0.1372], [-2.8530, -1.0850, 1.4670], [-0.1599, 1.6080, 0.7401], [0.5475, 0.1643, 0.7924], [1.7454, -0.1045, -0.7729], [1.7032, -0.1534, -0.1991]]
}



{
  "formula": "C9H7N3OS2Sc",
  "method": "the ωB97M-V functional and the def2-TZVPD basis",
  "homo_lumo_gap_ha": [0.2244, 0.2894],
  "s_squared": 0.754,
  "multiplicity": 2,
  "lumo_ev": [-0.53, -0.47],
  "de_lowest_ev": 0.000,
  "total_energy_ha": -2143.80819,
  "elements": ["Sc", "N", "C", "S", "N", "N", "C", "C", "C", "C", "C", "C", "C", "O", "H", "H", "H", "H", "H", "H", "H", "S", "C"],
  "xyz": [[-2.102, 0.726, 0.432], [-1.681, -1.563, 4.117], [-1.553, -1.122, 2.840], [-3.062, -1.042, 1.925], [-0.359, -0.824, 2.434], [-0.325, -0.310, 1.146], [0.776, -0.493, 0.511], [1.033, -0.111, -0.863], [2.309, -0.363, -1.383], [2.618, -0.077, -2.695], [1.633, 0.466, -3.520], [0.366, 0.720, -3.036], [0.046, 0.442, -1.705], [-1.173, 0.698, -1.246], [-2.542, -1.996, 4.393], [-0.839, -1.771, 4.627], [1.569, -1.012, 1.047], [3.059, -0.793, -0.730], [3.608, -0.275, -3.080], [1.862, 0.690, -4.554], [-0.404, 1.142, -3.668], [-2.490, 4.147, 1.793], [-2.351, 2.721, 1.216]],
  "forces_ev_per_angstrom": [[-0.0017, -0.0137, 0.1328], [-0.0108, -0.0037, 0.0118], [-0.0880, 0.0035, 0.0017], [-0.0080, 0.0112, -0.0092], [0.0827, 0.0061, 0.0004], [0.0027, -0.0105, 0.0041], [-0.0035, 0.0094, -0.0027], [-0.0153, -0.0036, 0.0040], [0.0067, 0.0000, -0.0039], [-0.0038, 0.0033, -0.0063], [0.0133, -0.0067, 0.0100], [0.0109, 0.0115, -0.0023], [-0.0040, 0.0116, 0.0344], [0.0033, -0.0143, -0.1474], [0.0061, -0.0056, 0.0127], [-0.0009, -0.0039, -0.0035], [0.0105, 0.0059, -0.0106], [-0.0008, -0.0004, 0.0006], [0.0017, 0.0007, -0.0010], [-0.0036, 0.0027, -0.0025], [-0.0022, -0.0005, 0.0010], [0.0048, 0.0113, 0.0170], [0.0000, -0.0143, -0.0411]]
}



{
  "formula": "C9H7N7NiS2Se",
  "method": "the ωB97M-V functional and the def2-TZVPD basis",
  "homo_lumo_gap_ha": [0.1765, 0.1934],
  "s_squared": 2.025,
  "multiplicity": 3,
  "lumo_ev": [-2.24, -2.28],
  "de_lowest_ev": 1.746,
  "total_energy_ha": -5436.41985,
  "elements": ["Ni", "S", "C", "C", "N", "C", "S", "C", "N", "Se", "N", "C", "C", "C", "C", "N", "C", "N", "H", "H", "H", "N", "N", "H", "H", "H", "H"],
  "xyz": [[-0.203, -0.037, 1.285], [-1.702, -0.938, 2.445], [-1.893, -2.505, 1.795], [-3.061, -3.210, 2.138], [-3.972, -3.882, 2.460], [-0.860, -3.002, 0.974], [0.520, -2.024, 0.906], [-1.233, -3.889, -0.117], [-1.612, -4.340, -1.130], [-0.338, -1.816, -3.330], [0.211, -0.158, -3.985], [0.627, 0.545, -2.945], [1.532, 1.657, -3.041], [2.134, 1.983, -1.810], [1.637, 1.470, -0.571], [0.678, 0.565, -0.467], [0.231, -0.022, -1.646], [-0.297, -1.235, -1.631], [1.820, 2.023, -4.021], [2.890, 2.758, -1.672], [2.249, 1.703, 0.307], [0.827, 2.354, 2.767], [-0.259, 1.883, 1.869], [0.556, 2.540, 3.716], [0.975, 3.280, 2.361], [-0.267, 2.496, 1.064], [-1.189, 1.800, 2.278]],
  "forces_ev_per_angstrom": [[1.4247, -0.2023, -0.1829], [-1.8731, 0.4595, 1.3706], [1.4396, -0.4073, -0.9556], [-2.5348, -2.3621, 0.6952], [2.0956, 1.7818, -0.8095], [-2.2172, 0.7043, 0.4617], [1.9926, -1.9058, -0.5190], [-0.2860, -0.2691, -1.3019], [0.9145, 0.5613, 1.9961], [-0.2817, 2.6092, 0.3443], [0.6604, -1.5125, 0.2589], [-1.0344, -0.9137, -0.1475], [0.6645, -0.2825, 2.4713], [-1.0280, 0.6250, -1.5412], [-0.0721, -1.3396, -0.7301], [0.4744, 0.8258, -0.5361], [1.1340, -0.0987, -0.2040], [-0.0575, 0.7393, -1.1349], [0.0252, 0.1265, 0.2705], [-0.0567, -0.3247, -0.5574], [-0.8392, 0.2121, 0.1468], [-0.0012, 0.6841, -1.8872], [-0.0504, -0.1939, 1.0738], [-0.8212, -0.3187, 0.3652], [0.5345, -0.0745, 0.6486], [-0.3371, 0.0545, 0.1253], [0.1305, 0.8222, 0.2791]]
}



{
  "formula": "C9H7NO",
  "method": "the ωB97M-V functional and the def2-TZVPD basis",
  "homo_lumo_gap_ha": 0.3692,
  "multiplicity": 1,
  "lumo_ev": 0.90,
  "de_lowest_ev": 2.688,
  "total_energy_ha": -477.06064,
  "elements": ["C", "C", "C", "C", "C", "N", "C", "C", "O", "C", "C", "H", "H", "H", "H", "H", "H", "H"],
  "xyz": [[-2.919, 0.036, -0.034], [-2.316, -1.198, -0.330], [-0.918, -1.078, -0.401], [-0.219, 0.001, -0.103], [1.276, 0.147, -0.174], [2.028, 0.883, -0.813], [3.329, 0.518, -0.415], [3.268, -0.550, 0.436], [1.955, -0.801, 0.647], [-0.838, 1.201, 0.290], [-2.280, 1.176, 0.347], [-4.098, -0.238, 0.119], [-2.975, -1.917, -0.490], [-0.387, -2.050, -0.601], [4.290, 0.867, -0.715], [4.078, -1.169, 1.124], [-0.222, 2.121, 0.467], [-3.051, 2.049, 0.647]],
  "forces_ev_per_angstrom": [[-4.0609, -3.5045, 0.9524], [3.6595, 6.4011, 0.7043], [-1.3134, -6.3075, -0.8104], [2.2064, 4.7129, 0.7065], [-1.9173, -4.4182, 2.5346], [2.7584, 2.0835, -1.2327], [0.4211, -1.6771, 0.7912], [1.2607, -0.2828, 1.4909], [-0.7506, 0.3712, -0.5276], [-2.0887, 0.5943, -0.1666], [-0.1208, 2.7640, 0.4610], [2.6541, 1.9444, -0.4186], [-1.8249, -3.8302, -0.8866], [-0.1600, 1.1801, -0.0152], [-0.0350, 0.9024, -0.7011], [-2.4333, 1.8530, -2.2608], [-0.8294, -1.0706, -0.0232], [2.5742, -1.7162, -0.5981]]
}